[1]
79
Properties=species:S:1:pos:R:3 method="wB97M-V/def2-TZVPD" total_charge=+1 largest_force_ev_per_a=3.57 total_energy_ev=-77065.1332 multiplicity=1 e_above_lowest_ev=0.000
C -0.90931 -2.47911 4.72964
C -0.34206 -1.22719 5.07157
C -1.12764 -0.19767 4.50203
H 0.51277 -1.07590 5.73505
C -2.20897 -0.77743 3.80674
C -2.11740 -2.22222 3.96616
H -2.92621 -2.93948 3.79093
H -0.65412 -3.45025 5.15926
H -0.95580 0.87435 4.62760
H -3.04123 -0.25681 3.33187
Bi -0.82171 -2.32797 1.88846
Si 0.21944 1.86560 -5.17497
C 1.86835 2.68507 -4.96536
C 2.65632 3.00123 -6.08424
H 2.29385 2.75350 -7.08510
C 3.88970 3.64021 -5.91197
H 4.49216 3.90489 -6.78276
C 4.35392 3.94242 -4.62686
H 5.31738 4.43679 -4.49434
C 3.57990 3.60833 -3.50891
H 3.93285 3.84497 -2.50362
C 2.34214 2.97765 -3.67533
H 1.73628 2.71812 -2.80169
C -1.14215 3.10472 -5.02257
C -0.86661 4.44185 -4.69575
H 0.16752 4.78363 -4.61785
C -1.91243 5.33890 -4.45247
H -1.68499 6.36847 -4.17410
C -3.24183 4.91751 -4.56059
H -4.05677 5.61373 -4.35367
C -3.52334 3.59892 -4.94261
H -4.56164 3.27507 -5.04965
C -2.48011 2.69742 -5.18228
H -2.69655 1.66829 -5.48263
H 0.04503 0.87170 -4.10145
Si -0.10080 -0.05033 0.26302
C -1.50860 1.13013 0.42777
C -1.32305 2.47244 0.77680
H -0.31097 2.86959 0.90294
C -2.43818 3.29207 0.99762
H -2.29246 4.34220 1.25109
C -3.73170 2.76420 0.90485
H -4.59994 3.38674 1.13158
C -3.92046 1.42581 0.52484
H -4.92910 1.01260 0.42748
C -2.81542 0.61557 0.27824
H -2.95891 -0.43744 0.00216
C 1.47415 0.79589 0.75560
C 1.78453 1.01317 2.11541
H 1.13355 0.61081 2.89619
C 2.91491 1.75885 2.45622
H 3.14631 1.93310 3.50671
C 3.74018 2.28636 1.45728
H 4.60103 2.89568 1.72344
C 3.46409 2.03189 0.10804
H 4.11104 2.41302 -0.68383
C 2.34098 1.27495 -0.24421
H 2.13572 1.05659 -1.29936
H 0.18847 1.20468 -6.49125
Cl -0.02359 -0.67010 -1.70750
N 1.29649 -3.33772 2.83286
C 1.21730 -4.76708 3.05822
C 2.29779 -5.46911 3.55127
C 2.17813 -6.85467 3.76958
C 1.01444 -7.52691 3.43748
C -0.11543 -6.82374 2.92645
C -1.34919 -7.43093 2.62307
C -2.40788 -6.65480 2.18412
C -2.22906 -5.28419 2.00910
N -1.04007 -4.66820 2.24602
C 0.01252 -5.41968 2.73906
H 1.51513 -2.82117 3.68928
H 2.08404 -3.14677 2.20928
H 3.22994 -4.94536 3.77136
H 3.01985 -7.39797 4.19871
H 0.93488 -8.60765 3.55945
H -1.44928 -8.50859 2.75776
H -3.38331 -7.08382 1.95913
H -3.04479 -4.65943 1.63811



[2]
88
Properties=species:S:1:pos:R:3 method="wB97M-V/def2-TZVPD" largest_force_ev_per_a=4.75 total_energy_ev=-105832.1249 multiplicity=1 e_above_lowest_ev=5.873
Sc -1.34090 -1.23741 -0.33552
C -1.71647 1.93704 -0.64955
N -3.15363 -0.32003 0.49611
C -3.96067 0.17439 -0.66680
C -3.95329 -0.93324 -1.64162
N -2.88301 -1.64940 -1.99975
C -3.42150 -2.70685 -2.72871
C -2.78523 -3.80680 -3.29863
C -3.51469 -4.62480 -4.14426
C -4.85394 -4.35180 -4.44583
C -5.49404 -3.24819 -3.90834
C -4.75561 -2.45052 -3.04826
N -5.04449 -1.28497 -2.36860
C -0.18297 0.63700 -1.55786
N 0.33899 -0.55595 -1.77309
C 1.55160 -0.37836 -2.37255
C 2.54555 -1.28262 -2.72963
C 3.61514 -0.81665 -3.47455
C 3.74487 0.54336 -3.78845
C 2.79114 1.46748 -3.38039
C 1.70942 0.97970 -2.67089
N 0.58814 1.58844 -2.12183
H -1.03134 2.29697 0.09934
H -2.00678 2.64419 -1.42339
H -2.65060 0.49141 0.87262
H -3.89790 1.10908 -1.22928
H -4.91046 0.22712 -0.11588
H -1.73943 -4.00933 -3.10055
H -3.03692 -5.48555 -4.59416
H -5.39270 -5.00579 -5.11829
H -6.52283 -3.01733 -4.15196
H -5.91301 -0.78005 -2.36113
H 2.43011 -2.33179 -2.48899
H 4.37409 -1.50950 -3.81372
H 4.59839 0.88532 -4.35742
H 2.89146 2.51919 -3.61355
H 0.37351 2.57254 -2.09872
C -2.05149 -5.73028 -0.34882
C -1.23209 -4.47261 -0.33195
O -1.78271 -3.37030 -0.33560
N 0.10582 -4.61389 -0.29115
C 0.99974 -3.47097 -0.09158
C 0.85083 -2.88580 1.29032
C 1.75855 -3.16086 2.29843
C 1.51041 -2.67658 3.57438
C 0.35399 -1.95183 3.79909
C -0.50362 -1.72184 2.73637
N -0.26065 -2.16942 1.50257
H -3.01413 -5.51360 -0.80339
H -2.21366 -6.06021 0.67903
H -1.55513 -6.52676 -0.90162
H 0.45199 -5.52794 -0.04949
H 0.78956 -2.72224 -0.85225
H 2.01991 -3.81048 -0.25908
H 2.64414 -3.74519 2.08511
H 2.20845 -2.86731 4.37888
H 0.11623 -1.54876 4.77262
H -1.40933 -1.13990 2.85714
O -1.50722 0.57175 -1.39156
Cl -0.13014 4.75189 1.30569
C 0.48829 5.31102 2.82259
C 0.01846 6.51479 3.32042
C 0.46092 6.96266 4.55427
C 1.36439 6.21090 5.28502
C 1.82770 5.01289 4.76553
Cl 2.96532 4.09437 5.69798
C 1.41852 4.53349 3.51976
N 1.87250 3.27734 3.05958
C 2.54500 3.19107 1.83966
C 3.25394 4.28164 1.33483
C 3.96447 4.18066 0.15080
C 3.99915 2.98132 -0.54336
C 3.32104 1.88726 -0.02412
C 2.59758 1.96293 1.15817
C 1.93001 0.72090 1.70221
C 0.39983 0.79316 1.76784
O -0.14018 1.34142 2.73221
O -0.22319 0.25213 0.79823
H -0.70228 7.07975 2.74657
H 0.09093 7.89801 4.95244
H 1.71259 6.54073 6.25344
H 1.15304 2.55623 3.17865
H 3.24083 5.21772 1.87955
H 4.49706 5.04540 -0.22519
H 4.54969 2.88877 -1.47071
H 3.35245 0.94108 -0.55459
H 2.29533 0.51938 2.71480
H 2.20718 -0.12020 1.06439



[3]
100
Properties=species:S:1:pos:R:3 method="wB97M-V/def2-TZVPD" largest_force_ev_per_a=3.67 total_energy_ev=-242234.7562 multiplicity=2 e_above_lowest_ev=0.580
Cu 0.84428 0.04002 -0.46523
C 2.70727 -4.96660 1.61208
C 2.59134 -4.03398 2.79930
C 3.66266 -2.97413 2.82238
C 2.25345 -4.58677 4.15940
O 1.43959 -3.24366 2.39779
Si 0.36527 -2.22732 2.97682
S -0.18403 -1.02904 1.28329
O -0.97036 -2.92767 3.58542
C -2.11581 -3.64517 2.89734
C -2.65415 -4.51766 4.01463
C -3.03396 -2.53281 2.49828
C -1.47995 -4.42148 1.74063
O 1.10982 -1.41060 4.14580
C 0.49515 -0.57077 5.15775
C -0.19657 -1.41483 6.24988
C 1.65534 0.23527 5.72411
C -0.51895 0.35290 4.46731
H 3.59118 -5.67372 1.88399
H 3.01453 -4.49654 0.68144
H 1.83154 -5.59769 1.41704
H 4.61280 -3.34737 3.20734
H 3.29786 -2.09818 3.36936
H 3.89529 -2.62987 1.80257
H 3.00533 -5.19730 4.69322
H 1.33240 -5.20719 4.08637
H 1.99010 -3.72801 4.82266
H -3.05334 -3.82511 4.81883
H -1.86796 -5.12699 4.42254
H -3.54450 -5.09728 3.73058
H -3.32013 -1.89348 3.40525
H -3.94933 -2.92928 2.05334
H -2.49620 -1.87164 1.78725
H -0.70626 -5.08435 2.16747
H -1.06376 -3.67222 1.06880
H -2.30236 -5.00705 1.27016
H 0.49725 -2.14255 6.71749
H -0.99892 -1.91241 5.63331
H -0.67700 -0.67077 6.91955
H 2.34899 -0.38323 6.30819
H 1.32438 1.10790 6.32884
H 2.16055 0.64926 4.83372
H -1.44108 -0.16405 4.18726
H -0.05897 0.75755 3.57872
H -0.79893 1.20944 5.15341
C 2.72969 2.49918 1.12970
C 3.19035 1.90512 -0.17360
N 2.60283 0.81983 -0.70020
C 3.22459 0.50609 -1.91936
C 4.27145 1.32557 -2.29664
S 4.45520 2.58351 -1.11704
C 2.63635 -0.58791 -2.68854
C 2.77476 -0.80032 -4.02515
S 1.69691 -1.98880 -4.56078
C 1.22929 -2.27886 -2.97508
N 1.76354 -1.51547 -2.03693
C 0.28058 -3.37019 -2.73328
H 2.73850 3.60782 1.06861
H 3.39609 2.17067 1.92381
H 1.71326 2.15677 1.27769
H 4.99881 1.22317 -3.12912
H 3.35665 -0.19494 -4.71256
H -0.54827 -3.47063 -3.42877
H -0.05512 -3.23449 -1.68593
H 0.85784 -4.32402 -2.69873
F -0.50754 3.65096 0.11408
C -1.63169 4.35341 -0.37561
C -2.04965 4.05130 -1.68541
C -2.84552 5.02341 -2.27327
F -3.06297 4.99923 -3.64001
C -3.33486 6.09833 -1.59868
F -4.10979 7.03424 -2.19266
C -2.91331 6.30017 -0.28358
F -3.40625 7.44094 0.33446
C -2.08785 5.39789 0.36455
F -1.72048 5.56337 1.62171
Ge -1.33146 2.69757 -2.79648
S -0.79300 0.70418 -2.02914
C -2.89876 2.27793 -3.94555
C -2.89313 2.34307 -5.33336
F -1.85260 2.96229 -5.96140
C -3.95259 1.84729 -6.08054
F -3.83138 1.68569 -7.43222
C -5.08741 1.39403 -5.45072
F -6.15296 0.96182 -6.19536
C -5.10358 1.29250 -4.05511
F -6.12133 0.66869 -3.47050
C -4.02061 1.72938 -3.31524
F -4.05089 1.55962 -1.97429
C 0.27722 3.17194 -3.80290
C 0.94866 4.39408 -3.92153
F 0.58720 5.38111 -3.02121
C 1.76869 4.78439 -4.98517
F 2.26787 6.05342 -5.08309
C 2.12592 3.80435 -5.87327
F 3.02381 4.03046 -6.89824
C 1.76250 2.46667 -5.65078
F 2.29546 1.52094 -6.48456
C 0.70590 2.22985 -4.75185
F 0.08927 0.99984 -4.80683



[4]
86
Properties=species:S:1:pos:R:3 method="wB97M-V/def2-TZVPD" total_charge=+2 largest_force_ev_per_a=0.96 total_energy_ev=-250234.6703 multiplicity=1 e_above_lowest_ev=0.000
Mo -1.48422 0.50263 0.58265
Se -3.39188 -4.43088 6.32765
N -2.89290 -2.73252 6.30892
C -2.73246 -2.38278 5.05550
C -2.32291 -1.05387 4.62943
C -2.06087 -0.00802 5.51761
C -1.67777 1.21651 5.01526
C -1.56302 1.37786 3.63900
N -1.80178 0.38750 2.78242
C -2.18311 -0.81458 3.26305
C -2.42790 -1.85747 2.27487
N -2.25295 -1.52607 0.97104
C -2.49320 -2.45673 0.04545
C -2.89909 -3.74565 0.35296
C -3.07019 -4.09327 1.67604
C -2.83307 -3.13473 2.66227
C -2.98602 -3.40870 4.08337
N -3.34816 -4.57417 4.56318
H -2.16514 -0.17848 6.58025
H -1.47300 2.05151 5.66858
H -1.27994 2.32967 3.20518
H -2.35214 -2.15198 -0.98274
H -3.07759 -4.45472 -0.44122
H -3.38664 -5.08535 1.96849
C -0.14152 0.74062 -4.70043
N -0.83511 1.96530 -4.09898
C -2.30639 1.98125 -4.56437
N -2.93936 0.74740 -4.25384
C -2.22028 -0.37454 -4.84169
N -0.84324 -0.44922 -4.36052
C -0.76606 -0.78353 -2.93770
P -1.60014 0.48836 -1.87047
C -0.72270 1.94685 -2.60598
C -3.18891 0.57420 -2.82461
H 0.88229 0.73269 -4.31833
H -0.14174 0.88622 -5.78137
H -0.37690 2.80977 -4.45067
H -2.27460 2.13836 -5.64349
H -2.78843 2.82011 -4.06287
H -2.20593 -0.25582 -5.92656
H -2.73912 -1.30180 -4.60300
H 0.28077 -0.85782 -2.63931
H -1.21904 -1.76546 -2.78753
H 0.33941 1.87849 -2.34462
H -1.14591 2.87472 -2.21672
H -3.80954 1.38756 -2.46084
H -3.74360 -0.35554 -2.67083
C 0.22751 1.02833 0.44948
Ge 2.14158 0.53672 0.38189
C 2.70035 0.68361 -1.48488
C 2.74133 -0.42454 -2.33047
C 3.14031 -0.29364 -3.65528
C 3.48744 0.95539 -4.15405
C 3.43827 2.07021 -3.32542
C 3.05542 1.93297 -1.99690
C 3.04625 1.81839 1.51999
C 2.41337 2.28835 2.66891
C 3.06415 3.16849 3.51910
C 4.35581 3.58465 3.22683
C 4.99565 3.11769 2.08848
C 4.34405 2.23575 1.23787
C 2.11834 -1.31769 0.98778
C 3.07863 -2.23810 0.57097
C 3.05819 -3.54422 1.04103
C 2.08021 -3.94676 1.93955
C 1.13031 -3.03557 2.37688
C 1.15580 -1.73075 1.90559
H -0.16826 2.08140 0.44250
H 2.48764 -1.40732 -1.94937
H 3.19714 -1.16733 -4.29121
H 3.81951 1.05619 -5.17855
H 3.73125 3.04012 -3.70378
H 3.05189 2.80429 -1.35252
H 1.40519 1.96300 2.90752
H 2.56905 3.52969 4.40947
H 4.86386 4.27184 3.88812
H 6.00302 3.43775 1.86327
H 4.85667 1.87571 0.35407
H 3.86098 -1.94104 -0.11743
H 3.81130 -4.24605 0.71100
H 2.07099 -4.96233 2.30969
H 0.38445 -3.33715 3.10307
H 0.43585 -1.01455 2.28455
Se -3.28614 2.29416 0.85746
C -3.14671 3.29944 -0.66347
N -3.05868 3.92904 -1.62618



[5]
82
Properties=species:S:1:pos:R:3 method="wB97M-V/def2-TZVPD" total_charge=+2 largest_force_ev_per_a=1.27 total_energy_ev=-78912.4794 multiplicity=5 e_above_lowest_ev=1.330
Rh 0.68163 0.22113 -0.34611
C -2.53098 -0.31973 1.37588
C -1.62946 0.87064 1.70481
P 0.22627 0.72783 2.00947
C 0.29091 0.22006 3.74780
C -0.85314 -0.21923 4.42751
C -0.75467 -0.66603 5.73310
C 0.46484 -0.63994 6.39539
C 1.59910 -0.16698 5.74396
C 1.51469 0.26289 4.43524
C 1.79168 -0.31470 1.48198
C 2.93810 0.49715 1.50018
C 4.19674 -0.07576 1.56510
C 4.32323 -1.45709 1.58788
C 3.19034 -2.26474 1.58227
C 1.92570 -1.70468 1.55191
C -2.55602 -0.67838 -0.10710
P -1.00520 -1.51033 -0.66265
C -1.14587 -1.63509 -2.46152
C -0.04758 -2.15921 -3.14591
C -0.07707 -2.26994 -4.52493
C -1.19691 -1.84817 -5.23051
C -2.28593 -1.31850 -4.55466
C -2.26685 -1.21281 -3.17179
C -1.27072 -3.20765 -0.04168
C -1.12026 -3.49149 1.31711
C -1.40013 -4.75757 1.80522
C -1.81676 -5.75689 0.93712
C -1.96887 -5.48000 -0.41308
C -1.69620 -4.21364 -0.90834
H -3.54339 -0.02990 1.66664
H -2.28004 -1.19788 1.96951
H -1.94732 1.35652 2.63087
H -1.71068 1.61484 0.91368
H -1.81730 -0.24164 3.93923
H -1.63824 -1.03333 6.23793
H 0.53021 -0.97231 7.42264
H 2.54844 -0.13175 6.26087
H 2.40024 0.64427 3.94884
H 2.82631 1.57698 1.51518
H 5.07636 0.55360 1.60083
H 5.30559 -1.90857 1.62266
H 3.28934 -3.34185 1.61386
H 1.05467 -2.34155 1.59408
H -2.68748 0.22526 -0.70799
H -3.38360 -1.36175 -0.30566
H 0.82687 -2.48567 -2.59523
H 0.77105 -2.68528 -5.05340
H -1.23140 -1.94476 -6.30749
H -3.16095 -0.99165 -5.10092
H -3.13266 -0.81938 -2.65508
H -0.78941 -2.72371 2.00825
H -1.28708 -4.96286 2.86159
H -2.01343 -6.75139 1.31397
H -2.30224 -6.25467 -1.09083
H -1.82746 -4.00842 -1.96190
O -0.01553 1.39824 -2.61540
C -0.20475 1.77785 -1.49854
S 2.64557 -0.26005 -1.75024
C 2.90094 1.24557 -2.50870
N 3.07895 1.41170 -3.80606
C 3.27911 2.81580 -4.17697
C 3.36130 3.50821 -2.80204
N 2.98561 2.42383 -1.88390
H 2.97682 0.67283 -4.48113
H 2.43303 3.17320 -4.76306
H 4.18809 2.93609 -4.76187
H 2.66513 4.34039 -2.71778
H 4.36521 3.87083 -2.58324
H 3.11950 2.49174 -0.89181
N -4.06871 6.90573 0.75356
C -3.41049 6.08039 0.30129
C -2.57535 5.03277 -0.20291
C -1.32353 4.82473 0.38404
C -0.53723 3.77344 -0.03898
C -0.97547 2.94972 -1.07609
C -2.21476 3.17718 -1.68421
C -3.01544 4.21271 -1.24193
H -0.98676 5.48829 1.16855
H 0.43260 3.59234 0.41017
H -2.52934 2.53693 -2.49896
H -3.97152 4.40521 -1.70955